Density functional theory data (the ωB97M-V functional and the def2-TZVPD basis) for 2 unconnected molecules or ions with the total composition C5H16N3.

## Properties
* E_LUMO: -2.5851 eV
* E_HOMO: -12.163 eV
* energy: -364.02823 a.u.
* relative energy (zero: lowest compared OMol25 entry of this formula, charge and spin): 92.3 kcal/mol
* HOMO-LUMO gap: 0.3520 hartree

```
! RIJCOSX wB97M-V def2-TZVPD def2/J DEFGRID3
* xyz 1 1
C 0.71096 -1.29196 1.30246
C -0.62996 1.34984 1.45609
C -1.16015 1.25087 -0.88155
C 1.06556 -0.86963 -1.32660
C -0.28046 -0.82636 0.24254
N 1.72654 0.37385 -1.01296
N -1.41946 -1.49009 0.14759
N -0.35335 0.69176 0.22088
H 1.48249 -0.59171 1.35043
H 1.01725 -2.24941 1.06763
H 0.27246 -1.23054 2.31462
H -0.52228 2.37128 1.18716
H -1.59709 1.14936 1.81798
H -0.00169 1.09292 2.14525
H -1.00785 2.32562 -1.11386
H -0.76481 0.86266 -1.81015
H -2.31760 1.21909 -0.80675
H 1.68213 -1.64766 -1.20655
H 0.46135 -0.83763 -2.24650
H 1.71290 1.00395 -1.73433
H 2.81383 0.28234 -0.87056
H -1.41895 -2.38826 0.53610
H -2.17429 -1.39332 -0.59251
H 0.70247 0.84304 -0.18640
*
```